C7H9N in the gas phase at a distorted geometry, computed with the ωB97M-V functional and the def2-TZVPD basis.

Results
Charge: 0
Largest force on an atom, eV/A: 5.36
Total energy, eV: -8889.1174
Relative energy (zero: lowest compared OMol25 entry of this formula, charge and spin), kcal per mole: 139.3
SMILES string: C#C[C@@]1(C=C)CCN1
Kohn-Sham gap, eV: 10.0

Each atom is followed by the atoms it is bonded to, with distances in Å.
Element x y z (Å)
1 C -0.699 -1.273 -2.081  C2 1.178, H9 1.099
2 C -0.352 -0.578 -1.195  C1 1.178, C3 1.442
3 C 0.082 0.020 0.043  C2 1.442, C4 1.578, C6 1.660, N8 1.457
4 C 1.639 0.212 -0.124  C3 1.578, C5 1.319, H10 1.333
5 C 2.294 1.353 -0.209  C4 1.319, H11 1.226, H12 1.110
6 C -1.120 1.023 0.596  C3 1.660, C7 1.494, H13 1.115, H14 1.219
7 C -1.556 -0.181 1.366  C6 1.494, N8 1.426, H15 1.153, H16 1.128
8 N -0.252 -0.745 1.238  C3 1.457, C7 1.426, H17 1.071
9 H -0.802 -1.929 -2.956  C1 1.099
10 H 2.217 -0.842 -0.701  C4 1.333
11 H 3.390 1.236 -0.747  C5 1.226
12 H 1.872 2.330 0.104  C5 1.110
13 H -0.563 1.835 1.117  C6 1.115
14 H -1.685 1.545 -0.349  C6 1.219
15 H -2.363 -0.725 0.749  C7 1.153
16 H -1.973 0.098 2.377  C7 1.128
17 H -0.052 -1.790 1.362  N8 1.071